{"formula": "C2H10O2", "method": "the ωB97M-V functional and the def2-TZVPD basis", "e_lumo_ev": 0.612, "charge": 0, "homo_ev": -11.428, "e_above_lowest_ev": 0.472, "smiles": "CC.O.O", "symbols": ["C", "C", "H", "H", "H", "H", "H", "H", "O", "H", "H", "O", "H", "H"], "coordinates": [[0.944, -1.099, -1.902], [-0.078, -0.303, -1.097], [1.188, -0.653, -2.856], [0.546, -2.102, -2.058], [1.851, -1.338, -1.349], [-1.085, -0.652, -1.309], [0.074, -0.364, -0.029], [0.014, 0.782, -1.187], [-2.475, 0.294, 1.734], [-2.343, 0.746, 0.896], [-1.706, -0.278, 1.873], [1.606, 1.072, 1.111], [1.929, 1.061, 0.205], [1.699, 0.165, 1.418]], "mulliken_charge": [-0.90, -0.80, 0.28, 0.31, 0.27, 0.35, 0.14, 0.36, -0.63, 0.32, 0.32, -0.64, 0.31, 0.32]}